Entry 1:
{"formula": "C6H9ClN4", "method": "the ωB97M-V functional and the def2-TZVPD basis", "elements": ["C", "C", "C", "C", "C", "C", "N", "N", "N", "N", "Cl", "H", "H", "H", "H", "H", "H", "H", "H", "H"], "positions_angstrom": [[1.397, -0.752, -1.759], [0.862, 1.364, -1.027], [-1.247, 1.691, 0.494], [-0.808, -0.360, -0.899], [-0.601, 0.322, 0.376], [-0.097, -0.330, 1.548], [0.650, 2.343, -0.360], [-0.180, 2.705, 0.457], [0.290, -1.245, -1.256], [1.604, 0.563, -1.754], [-2.357, -1.222, -0.498], [2.159, -1.382, -2.153], [-1.823, 1.908, -0.293], [-1.743, 1.838, 1.555], [-1.221, 0.257, -1.650], [0.417, -1.245, 1.495], [-0.945, -0.524, 2.158], [0.424, 0.180, 2.273], [0.025, -2.234, -1.391], [2.492, 0.930, -2.120]], "forces_ev_per_a": [[-1.41, -0.78, 0.66], [-0.57, -1.24, 1.30], [1.31, -1.18, 5.78], [-1.60, -1.37, 1.90], [0.43, 1.87, -1.11], [-0.54, -0.99, -0.25], [1.54, 1.24, -1.46], [-0.73, 1.66, 1.75], [-0.17, -0.28, -1.30], [1.96, 0.54, -0.84], [0.10, -0.88, -0.26], [0.44, -0.50, -0.39], [-2.88, 0.77, -2.85], [0.61, -0.32, -2.41], [0.51, 0.78, -1.36], [0.50, -1.35, -0.85], [-1.49, -0.51, 0.58], [1.55, 2.31, 1.20], [0.58, 0.38, 0.15], [-0.14, -0.16, -0.23]], "e_above_lowest_kj_mol": 634.26, "e_homo_ha": [-0.6398, -0.6724], "lumo_ha": [-0.399, -0.401], "e_tot_ev": -24825.751, "multiplicity": 1, "charge": 2}


Entry 2:
{"formula": "C6H9ClO", "method": "the ωB97M-V functional and the def2-TZVPD basis", "elements": ["C", "C", "C", "C", "C", "C", "H", "H", "H", "H", "H", "H", "H", "H", "H", "O", "Cl"], "positions_angstrom": [[-1.202, -0.202, 0.339], [-2.161, 0.967, 0.449], [-0.067, 0.035, -0.464], [1.119, 0.898, -0.245], [1.901, -0.308, 0.162], [0.779, -1.243, -0.348], [-0.895, -0.464, 1.428], [-2.956, 1.206, 1.083], [-0.555, 0.098, -1.334], [1.304, 1.384, -1.251], [1.087, 1.532, 0.713], [2.922, -0.428, -0.070], [1.801, -0.509, 1.186], [0.431, -2.028, 0.510], [0.918, -1.429, -1.351], [-2.031, 1.797, -0.554], [-2.396, -1.305, -0.253]], "forces_ev_per_a": [[-2.33, 2.08, 7.04], [2.72, 4.58, -7.05], [0.43, -2.39, 0.87], [-0.01, 2.55, 1.50], [-0.29, -1.49, -0.45], [0.23, -0.19, 2.43], [-0.63, -0.14, -1.52], [-1.12, -0.42, 1.67], [-0.76, 0.70, -4.14], [0.44, -0.10, 1.67], [-0.22, 0.23, -2.10], [1.16, -0.29, -0.70], [0.35, 0.64, 1.86], [0.79, 1.36, -2.90], [0.51, -2.31, -1.93], [-0.88, -2.87, 4.42], [-0.42, -1.95, -0.66]], "e_above_lowest_kj_mol": 366.95, "e_homo_ha": -0.3606, "lumo_ha": 0.021, "e_tot_ev": -20933.848, "multiplicity": 1}